Computed, not measured: a cluster of 11 separate species, C44H121N11O11 in total at a distorted geometry, with wB97M-V/def2-TZVPD.

Each atom is followed by the atoms it is bonded to, with distances in Å.
Positions of all 187 atoms, in Å:
1 O -7.956 -26.350 -5.785  C29 1.421, C63 1.431
2 O -9.701 -22.517 -11.505  C54 1.434, C62 1.399
3 O -0.072 -17.684 -7.964  C35 1.406, C38 1.475
4 O -3.933 -17.796 -4.696  C42 1.444, C56 1.449
5 O -8.578 -27.280 -13.134  C26 1.420, C51 1.437
6 O -11.160 -26.247 -9.378  C43 1.428, C50 1.414
7 O -1.455 -23.514 -11.146  C39 1.393, C57 1.474
8 O -6.016 -23.342 -8.389  C23 1.398, C40 1.405
9 O -2.599 -28.050 -5.008  C28 1.460, C30 1.485
10 O 4.744 -21.858 -7.819  C25 1.398, C41 1.428
11 O -6.421 -20.373 -8.597  C36 1.408, C59 1.459
12 N -7.499 -28.530 -10.916  C58 1.478, H71 1.010, H180 1.010
13 N -10.422 -26.925 -6.853  C33 1.457, H76 1.010, H110 1.010
14 N -6.131 -17.811 -11.475  C60 1.478, H158 1.010, H178 1.010
15 N -4.077 -21.474 -7.583  C61 1.490, H72 1.010, H101 1.010
16 N 2.918 -23.287 -6.278  C45 1.445, H108 1.010, H181 1.010
17 N -2.391 -21.362 -13.910  C55 1.433, H137 1.010, H175 1.010
18 N -8.880 -28.692 -4.357  C32 1.460, H86 1.010, H140 1.010
19 N 2.260 -14.968 -9.000  C27 1.431, H81 1.010, H159 1.010
20 N -4.887 -21.454 -4.502  C53 1.475, H94 1.010, H95 1.010
21 N -1.929 -29.649 -1.521  C48 1.464, H85 1.010, H114 1.010
22 N -6.930 -23.578 -13.824  C64 1.420, H138 1.010, H168 1.010
23 C -7.081 -24.236 -8.242  O8 1.398, H146 1.090, H152 1.090, H171 1.090
24 C -11.900 -28.587 -7.844  C33 1.552, H105 1.090, H144 1.090, H145 1.090
25 C 5.433 -20.721 -8.249  O10 1.398, H70 1.090, H107 1.090, H116 1.090
26 C -8.669 -27.297 -14.551  O5 1.420, H106 1.090, H155 1.090, H185 1.090
27 C 1.781 -16.295 -8.756  N19 1.431, C37 1.556, C38 1.501, H121 1.090
28 C -3.197 -26.742 -5.257  O9 1.460, H78 1.090, H102 1.090, H136 1.090
29 C -7.221 -27.555 -5.617  O1 1.421, C32 1.557, H98 1.090, H112 1.090
30 C -2.187 -28.251 -3.596  O9 1.485, C48 1.532, H68 1.090, H96 1.090
31 C -2.509 -23.119 -6.986  C61 1.535, H128 1.090, H172 1.090, H173 1.090
32 C -7.435 -28.483 -4.385  N18 1.460, C29 1.557, C49 1.566, H154 1.090
33 C -10.493 -27.934 -7.901  N13 1.457, C24 1.552, C43 1.537, H183 1.090
34 C -2.710 -20.810 -11.553  C55 1.563, H83 1.090, H89 1.090, H97 1.090
35 C -1.325 -17.671 -7.328  O3 1.406, H117 1.090, H127 1.090, H134 1.090
36 C -7.500 -20.950 -7.900  O11 1.408, H90 1.090, H139 1.090, H164 1.090
37 C 2.786 -17.084 -7.867  C27 1.556, H93 1.090, H115 1.090, H187 1.090
38 C 0.378 -16.303 -8.224  O3 1.475, C27 1.501, H120 1.090, H153 1.090
39 C -1.780 -24.719 -10.527  O7 1.393, H149 1.090, H165 1.090, H182 1.090
40 C -4.913 -23.880 -7.705  O8 1.405, C61 1.537, H74 1.090, H179 1.090
41 C 3.376 -21.851 -8.228  O10 1.428, C45 1.525, H124 1.090, H167 1.090
42 C -4.379 -19.061 -5.229  O4 1.444, C53 1.581, H88 1.090, H103 1.090
43 C -10.191 -27.289 -9.263  O6 1.428, C33 1.537, H126 1.090, H186 1.090
44 C -4.690 -17.995 -9.526  C60 1.494, H69 1.090, H135 1.090, H166 1.090
45 C 2.650 -23.076 -7.682  N16 1.445, C41 1.525, C46 1.519, H142 1.090
46 C 1.173 -23.253 -7.992  C45 1.519, H122 1.090, H131 1.090, H147 1.090
47 C -2.560 -20.706 -4.360  C53 1.500, H87 1.090, H118 1.090, H123 1.090
48 C -2.274 -29.635 -2.943  N21 1.464, C30 1.532, C52 1.504, H130 1.090
49 C -6.844 -29.910 -4.643  C32 1.566, H75 1.090, H100 1.090, H111 1.090
50 C -10.746 -25.109 -10.107  O6 1.414, H79 1.090, H92 1.090, H104 1.090
51 C -7.221 -26.950 -12.794  O5 1.437, C58 1.550, H129 1.090, H148 1.090
52 C -3.603 -30.299 -3.179  C48 1.504, H119 1.090, H132 1.090, H157 1.090
53 C -4.001 -20.291 -4.309  N20 1.475, C42 1.581, C47 1.500, H82 1.090
54 C -8.966 -22.489 -12.735  O2 1.434, C64 1.589, H133 1.090, H141 1.090
55 C -1.996 -21.741 -12.585  N17 1.433, C34 1.563, C57 1.583, H170 1.090
56 C -4.406 -16.626 -5.409  O4 1.449, H143 1.090, H177 1.090, H184 1.090
57 C -2.172 -23.306 -12.417  O7 1.474, C55 1.583, H91 1.090, H176 1.090
58 C -6.944 -27.213 -11.291  N12 1.478, C51 1.550, C65 1.519, H161 1.090
59 C -6.862 -19.413 -9.603  O11 1.459, C60 1.608, H73 1.090, H125 1.090
60 C -5.656 -18.718 -10.408  N14 1.478, C44 1.494, C59 1.608, H84 1.090
61 C -3.743 -22.898 -7.871  N15 1.490, C31 1.535, C40 1.537, H160 1.090
62 C -10.887 -21.778 -11.457  O2 1.399, H80 1.090, H151 1.090, H169 1.090
63 C -7.830 -25.471 -4.662  O1 1.431, H77 1.090, H113 1.090, H163 1.090
64 C -7.590 -23.273 -12.605  N22 1.420, C54 1.589, C66 1.561, H174 1.090
65 C -5.488 -27.371 -10.889  C58 1.519, H150 1.090, H156 1.090, H162 1.090
66 C -6.610 -22.556 -11.624  C64 1.561, H67 1.090, H99 1.090, H109 1.090
67 H -7.098 -22.531 -10.649  C66 1.090
68 H -1.163 -27.882 -3.541  C30 1.090
69 H -5.047 -17.092 -9.031  C44 1.090
70 H 5.041 -19.719 -8.074  C25 1.090
71 H -7.035 -29.218 -11.491  N12 1.010
72 H -4.907 -21.319 -8.138  N15 1.010
73 H -7.421 -18.622 -9.102  C59 1.090
74 H -4.575 -24.784 -8.213  C40 1.090
75 H -5.803 -29.829 -4.957  C49 1.090
76 H -9.512 -26.524 -6.675  N13 1.010
77 H -6.803 -25.526 -4.301  C63 1.090
78 H -4.056 -26.507 -4.629  C28 1.090
79 H -10.354 -25.188 -11.122  C50 1.090
80 H -10.708 -20.716 -11.628  C62 1.090
81 H 2.256 -14.434 -8.143  N19 1.010
82 H -4.235 -19.997 -3.286  C53 1.090
83 H -3.783 -21.000 -11.541  C34 1.090
84 H -5.175 -19.587 -10.857  C60 1.090
85 H -1.870 -30.565 -1.098  N21 1.010
86 H -9.146 -28.475 -5.306  N18 1.010
87 H -2.255 -21.691 -4.008  C47 1.090
88 H -3.919 -19.225 -6.203  C42 1.090
89 H -2.455 -19.775 -11.778  C34 1.090
90 H -7.082 -21.381 -6.990  C36 1.090
91 H -1.757 -23.764 -13.314  C57 1.090
92 H -9.919 -24.660 -9.558  C50 1.090
93 H 3.795 -17.060 -8.278  C37 1.090
94 H -4.715 -21.716 -5.462  N20 1.010
95 H -4.510 -22.277 -4.054  N20 1.010
96 H -2.662 -27.592 -2.869  C30 1.090
97 H -2.376 -20.981 -10.529  C34 1.090
98 H -6.172 -27.289 -5.739  C29 1.090
99 H -5.645 -23.061 -11.580  C66 1.090
100 H -7.093 -30.624 -3.859  C49 1.090
101 H -3.381 -20.875 -8.002  N15 1.010
102 H -3.470 -26.670 -6.310  C28 1.090
103 H -5.462 -18.942 -5.245  C42 1.090
104 H -11.474 -24.298 -10.124  C50 1.090
105 H -11.941 -29.237 -8.718  C24 1.090
106 H -8.065 -28.019 -15.101  C26 1.090
107 H 5.648 -20.895 -9.303  C25 1.090
108 H 3.911 -23.137 -6.172  N16 1.010
109 H -6.358 -21.514 -11.822  C66 1.090
110 H -10.779 -26.117 -7.342  N13 1.010
111 H -7.304 -30.245 -5.573  C49 1.090
112 H -7.520 -28.235 -6.415  C29 1.090
113 H -8.021 -24.471 -5.050  C63 1.090
114 H -1.158 -29.042 -1.281  N21 1.010
115 H 2.829 -16.665 -6.862  C37 1.090
116 H 6.453 -20.708 -7.864  C25 1.090
117 H -2.069 -17.116 -7.901  C35 1.090
118 H -1.899 -20.107 -3.733  C47 1.090
119 H -4.452 -29.697 -2.853  C52 1.090
120 H 0.358 -15.726 -7.299  C38 1.090
121 H 1.652 -16.776 -9.726  C27 1.090
122 H 0.622 -24.077 -7.540  C46 1.090
123 H -2.057 -20.531 -5.311  C47 1.090
124 H 2.895 -20.950 -7.849  C41 1.090
125 H -7.369 -20.016 -10.356  C59 1.090
126 H -9.134 -27.021 -9.268  C43 1.090
127 H -1.703 -18.671 -7.114  C35 1.090
128 H -1.680 -22.545 -7.401  C31 1.090
129 H -6.525 -27.603 -13.320  C51 1.090
130 H -1.534 -30.194 -3.516  C48 1.090
131 H 0.628 -22.338 -7.761  C46 1.090
132 H -3.751 -31.318 -2.821  C52 1.090
133 H -8.709 -21.436 -12.850  C54 1.090
134 H -1.167 -17.232 -6.343  C35 1.090
135 H -3.763 -17.771 -10.053  C44 1.090
136 H -2.393 -26.010 -5.326  C28 1.090
137 H -1.902 -22.007 -14.514  N17 1.010
138 H -6.035 -23.976 -13.577  N22 1.010
139 H -8.164 -20.154 -7.565  C36 1.090
140 H -9.367 -27.983 -3.828  N18 1.010
141 H -9.485 -22.988 -13.554  C54 1.090
142 H 3.102 -23.936 -8.176  C45 1.090
143 H -3.801 -15.772 -5.104  C56 1.090
144 H -12.744 -27.900 -7.904  C24 1.090
145 H -11.948 -29.257 -6.986  C24 1.090
146 H -7.933 -23.940 -8.853  C23 1.090
147 H 0.953 -23.366 -9.054  C46 1.090
148 H -6.941 -25.940 -13.091  C51 1.090
149 H -1.624 -25.543 -11.224  C39 1.090
150 H -4.837 -26.594 -11.288  C65 1.090
151 H -11.347 -21.872 -10.473  C62 1.090
152 H -7.377 -24.313 -7.195  C23 1.090
153 H -0.307 -15.836 -8.931  C38 1.090
154 H -7.082 -28.115 -3.421  C32 1.090
155 H -9.694 -27.510 -14.852  C26 1.090
156 H -5.384 -27.330 -9.805  C65 1.090
157 H -3.700 -30.376 -4.262  C52 1.090
158 H -7.109 -17.930 -11.698  N14 1.010
159 H 3.234 -14.993 -9.266  N19 1.010
160 H -3.442 -22.936 -8.917  C61 1.090
161 H -7.488 -26.398 -10.813  C58 1.090
162 H -5.077 -28.323 -11.225  C65 1.090
163 H -8.570 -25.626 -3.877  C63 1.090
164 H -8.050 -21.734 -8.421  C36 1.090
165 H -2.850 -24.795 -10.334  C39 1.090
166 H -4.304 -18.735 -8.824  C44 1.090
167 H 3.351 -21.800 -9.317  C41 1.090
168 H -6.735 -22.645 -14.158  N22 1.010
169 H -11.628 -22.225 -12.119  C62 1.090
170 H -0.971 -21.494 -12.311  C55 1.090
171 H -6.773 -25.231 -8.564  C23 1.090
172 H -2.231 -24.172 -7.027  C31 1.090
173 H -2.616 -22.978 -5.910  C31 1.090
174 H -7.935 -24.195 -12.138  C64 1.090
175 H -2.025 -20.435 -14.069  N17 1.010
176 H -3.251 -23.455 -12.446  C57 1.090
177 H -5.403 -16.372 -5.050  C56 1.090
178 H -6.148 -16.900 -11.040  N14 1.010
179 H -5.156 -24.003 -6.649  C40 1.090
180 H -8.493 -28.478 -11.092  N12 1.010
181 H 2.784 -24.286 -6.208  N16 1.010
182 H -1.218 -24.783 -9.595  C39 1.090
183 H -9.741 -28.675 -7.631  C33 1.090
184 H -4.324 -16.775 -6.486  C56 1.090
185 H -8.372 -26.334 -14.967  C26 1.090
186 H -10.257 -27.932 -10.141  C43 1.090
187 H 2.525 -18.140 -7.790  C37 1.090

The energy above the lowest of the compared OMol25 structures with the same formula, charge and spin comes out at 545.0 kJ/mol. As for the highest occupied orbital energy: -8.8 eV. As for the LUMO energy: 0.0179 hartree. Its total charge is 0. As for the gap between HOMO and LUMO: 9.310 eV. As for the multiplicity: 1. The SMILES is COC[C@H](C)N.COC[C@H](C)N.COC[C@H](C)N.COC[C@H](C)N.COC[C@H](C)N.COC[C@H](C)N.COC[C@H](C)N.COC[C@H](C)N.COC[C@H](C)N.COC[C@H](C)N.COC[C@H](C)N.